Below is a structure of composition C26H29F5N6O3SW, with properties calculated with the ωB97M-V functional and the def2-TZVPD basis.

Geometry as XYZ:
```
71
Properties=species:S:1:pos:R:3:forces:R:3:lowdin_charge:R:1
W -0.512816 0.127185 0.232604 2.04 0.31 -1.22 1.588
S 0.753858 2.210355 0.289441 -0.57 -0.37 0.06 0.844
F 2.141721 -0.110502 -0.809725 1.02 0.56 -0.24 -0.020
F 2.782957 4.413586 0.302771 0.09 0.10 -0.01 0.128
F 6.239490 2.036091 -1.853911 -0.14 0.03 0.12 0.165
F 5.296428 4.325077 -0.713703 -0.04 -0.01 -0.03 0.165
F 4.653364 -0.222696 -1.856795 0.08 0.12 -0.02 0.124
O -1.982180 2.547535 0.524310 -0.51 -0.70 0.59 0.007
O -1.479735 0.806778 1.812643 0.58 -0.63 0.63 -0.188
O -1.411152 1.349983 -1.702020 0.16 0.28 0.15 -0.271
N 1.756787 -3.130412 1.978991 -0.32 0.59 -0.62 -0.121
N 0.596681 -1.169434 1.402378 0.32 -0.25 0.57 0.012
N 1.267106 -2.725877 -0.236782 0.40 -0.33 0.08 0.176
N 1.081260 -2.776243 -2.519271 -0.02 0.06 0.26 0.236
N -2.332746 -1.433319 1.053959 -0.02 0.42 0.58 0.000
N -0.180829 -1.228205 -1.320494 -0.05 -0.39 -0.58 -0.017
C -3.414968 0.648591 0.379956 0.04 -0.25 -0.06 -0.106
C 0.705881 -2.209040 -1.366345 -0.27 0.13 -0.13 -0.461
C 1.182183 -2.307207 1.090828 -0.09 -0.03 0.14 -0.354
C -3.404643 -0.761383 0.368260 -0.52 0.49 0.07 -0.210
C -4.411273 -1.448685 -0.291487 0.13 -0.07 -0.04 0.003
C -3.399626 -3.171118 2.414795 0.09 0.01 -0.14 -0.154
C -1.953200 -3.794163 0.555634 -0.04 0.13 0.03 -0.048
C -2.152618 -5.131099 0.851074 0.01 0.06 -0.06 -0.064
C -5.436550 -0.754239 -0.916254 0.13 0.05 0.08 -0.026
C 2.956091 1.005485 -0.798903 -0.30 -0.03 0.16 -0.194
C -4.438969 1.329714 -0.278377 0.06 -0.10 0.12 0.001
C 1.962440 -2.704062 3.348744 -0.06 0.23 0.46 -0.006
C -4.465955 -4.985272 3.833622 -0.06 -0.02 0.06 -0.031
C -2.575165 -2.834074 1.335038 0.37 -0.38 -0.05 -0.237
C 3.243119 3.290516 -0.221702 -0.15 -0.55 -0.09 -0.220
C -5.458388 0.632182 -0.905426 0.08 0.14 0.03 -0.039
C -3.594981 -4.528189 2.704678 0.17 0.05 -0.17 -0.206
C -4.082168 -2.097366 3.212640 -0.05 -0.06 0.01 0.004
C 2.415829 2.156900 -0.243183 0.77 -0.58 -0.29 -0.463
C 5.026321 2.073387 -1.331387 -0.37 0.04 0.18 -0.118
C 4.531432 3.250087 -0.753358 -0.09 -0.34 -0.07 -0.122
C 4.225482 0.932062 -1.343397 -0.24 0.06 0.13 -0.138
C -2.254943 1.417705 0.937494 -2.32 2.44 -0.36 -0.669
C 2.130072 -4.494052 1.649737 0.18 -0.48 -0.12 -0.012
C -2.191700 1.205396 -2.901670 -0.05 -0.23 -0.29 -0.066
C -2.963072 -5.481229 1.913964 0.04 0.01 -0.03 -0.023
H 1.800937 -3.483139 -2.566762 -0.10 0.08 0.03 0.141
H -3.113115 1.785534 -2.829522 0.09 -0.09 0.02 0.098
H 2.754372 -3.301623 3.793886 -0.03 0.01 -0.07 0.110
H -2.456577 0.153365 -3.024209 0.01 0.06 0.05 0.088
H -1.497219 2.284929 -1.417078 0.23 -0.56 0.14 0.084
H 2.282783 -1.663593 3.389751 0.02 0.02 -0.01 0.106
H -3.382297 -1.348604 3.590348 -0.01 0.06 0.06 0.094
H -1.351649 -3.474649 -0.285500 -0.02 -0.08 -0.02 0.088
H -3.119121 -6.524144 2.133572 -0.02 -0.19 0.05 0.120
H -4.422229 2.409768 -0.263662 -0.03 0.08 -0.03 0.136
H 2.117032 -5.087879 2.562086 -0.01 0.07 -0.05 0.112
H 1.056044 -2.835211 3.942799 -0.02 0.01 0.04 0.114
H -4.593787 -2.521300 4.068506 -0.01 0.06 0.08 0.079
H -4.176821 -4.514694 4.774155 -0.06 -0.06 0.02 0.091
H -4.387608 -6.063953 3.950730 -0.03 0.02 0.06 0.086
H 0.743374 -2.425544 -3.403729 0.01 -0.01 0.13 0.143
H -6.260934 1.165150 -1.390466 -0.08 0.07 -0.01 0.121
H 0.606650 -0.992204 2.410342 -0.08 -0.04 -0.38 0.100
H 3.140377 -4.546990 1.233586 -0.01 -0.02 0.00 0.113
H -2.273830 -0.990137 1.984858 0.02 -0.17 -0.65 0.104
H -5.512925 -4.746562 3.640017 -0.02 0.03 0.07 0.102
H -4.406126 -2.527707 -0.316499 0.01 -0.09 0.07 0.126
H -1.694445 -5.900200 0.253152 0.09 -0.14 -0.14 0.108
H -0.520548 -1.014134 -2.265966 0.02 0.09 0.58 0.100
H -6.227143 -1.311279 -1.394703 -0.07 -0.01 -0.09 0.122
H -1.607280 1.544470 -3.763278 -0.11 -0.06 0.15 0.101
H 1.968578 -3.443282 -0.390443 -0.22 0.19 0.01 0.151
H -4.832922 -1.585592 2.609649 -0.02 0.10 -0.01 0.098
H 1.411523 -4.951278 0.969922 -0.02 0.03 0.02 0.097
```
Forces are in eV/Å.

Calculated values
2S+1 = 3
Energy relative to the best compared isomer or geometry (same formula, charge and spin) = 1.403 eV
E_LUMO (spin up / spin down) = -7.07 / -6.92 eV
Kohn-Sham gap (spin up / spin down) = 6.311 / 6.670 eV
HOMO energy (spin up / spin down) = -13.38 / -13.59 eV
Net charge = +2

Below is a structure of composition C26H29HfN2O4Si, with properties calculated with the ωB97M-V functional and the def2-TZVPD basis.

Geometry as XYZ:
```
63
Properties=species:S:1:pos:R:3:forces:R:3:lowdin_charge:R:1
Hf 1.157380 -1.071292 -0.891718 -0.78 4.41 3.10 1.691
Si -0.825349 1.669549 0.400038 0.02 0.56 -0.59 0.565
O 2.373751 -2.901247 -0.850358 2.48 -1.69 2.84 -0.068
O 3.318691 -4.871815 -1.474331 -0.82 1.73 0.55 0.210
O -0.152188 -0.457540 -2.557771 -0.72 -1.61 -2.74 -0.304
O -1.196166 -0.561133 -4.594569 2.21 -1.03 2.91 0.097
N 1.251802 0.141706 1.071033 1.00 -0.84 1.44 -0.343
N 1.087146 -2.407256 -2.617446 -1.31 -3.21 -6.18 0.061
C -1.296276 3.470387 0.191221 -0.11 0.48 0.34 -0.246
C 3.278461 0.250253 2.544824 0.48 0.08 0.12 -0.148
C -0.630176 5.799839 -0.124561 0.10 -0.30 0.00 -0.089
C 0.235731 -3.007406 -4.894936 0.34 -0.07 0.64 0.077
C -4.059421 -1.000488 0.683384 0.13 0.10 0.06 -0.087
C 2.534069 -3.804565 -1.636317 0.95 -1.41 0.04 -0.432
C -2.638831 3.892535 0.154359 0.16 0.27 0.02 -0.089
C 0.590182 1.336347 1.642910 -1.04 0.87 -0.36 -0.192
C 1.758018 -3.580006 -2.789997 -0.09 -1.35 -1.80 -0.173
C -0.431551 -0.955017 -3.664477 -2.49 0.11 -4.73 -0.546
C 0.328357 -2.191469 -3.750019 0.49 -1.22 -0.47 -0.098
C 2.714670 0.255162 1.120128 1.15 2.95 0.68 -0.269
C -4.039920 0.293146 2.715960 0.21 0.12 -0.10 -0.081
C -0.053274 0.941089 -1.074272 -0.48 1.89 -1.06 -0.326
C -2.368781 0.729173 0.991917 0.24 -0.24 -0.11 -0.258
C -2.951104 -0.288901 0.216208 -0.19 -0.05 0.48 -0.104
C 0.969864 -4.177674 -4.948808 -0.44 0.27 -0.52 0.016
C -2.931546 1.007000 2.253182 -0.18 -0.36 -0.22 -0.100
C -0.297466 4.451988 0.039622 -0.43 0.24 -0.02 -0.103
C 1.799004 -1.784121 2.645558 -0.04 -0.66 0.43 -0.174
C -4.602982 -0.709647 1.931680 0.08 0.00 -0.10 -0.087
C -2.968511 5.241443 -0.004561 0.19 -0.20 -0.06 -0.082
C 0.790327 -1.116240 1.699205 0.72 0.87 1.31 -0.241
C 2.570369 -0.752566 3.456581 -0.27 0.22 0.24 -0.172
C -1.964171 6.194525 -0.142815 -0.05 -0.11 0.02 -0.089
C 1.761288 -4.481057 -3.861246 -0.10 0.86 0.86 0.066
H 3.696327 -4.707012 -0.585417 0.28 -0.59 -0.19 0.165
H -4.012024 5.544119 -0.024904 0.15 -0.05 0.00 0.104
H 0.757495 4.180546 0.037755 -0.14 -0.06 0.02 0.094
H 1.874619 -0.216547 4.114053 0.08 -0.12 -0.07 0.116
H 3.150431 -0.576863 0.551041 0.51 0.46 0.09 0.059
H -2.222132 7.242516 -0.270761 0.05 -0.15 0.03 0.105
H 3.207794 1.250650 2.988823 0.02 -0.13 -0.22 0.117
H -0.966982 0.535633 -2.163589 1.83 1.97 3.61 0.179
H -5.461594 -1.267951 2.294460 0.11 0.09 -0.05 0.105
H 4.347458 0.010136 2.496131 -0.15 0.10 -0.09 0.121
H -4.492635 -1.788296 0.072762 0.02 0.12 0.07 0.102
H 2.505684 -2.390320 2.064642 -0.21 0.10 0.21 0.103
H 0.239888 1.207040 2.672098 0.39 -0.27 -0.03 0.094
H 0.559144 1.494938 -1.958272 -1.39 -0.61 2.34 0.071
H 0.920136 -4.826262 -5.815216 0.03 0.02 0.06 0.134
H -4.460648 0.518614 3.692511 0.06 -0.02 -0.15 0.106
H -0.154356 -0.972724 2.238016 -0.03 0.29 -0.39 0.143
H 1.246751 2.213446 1.615327 0.09 -0.34 -0.01 0.092
H -2.542622 -0.557040 -0.755672 0.01 0.21 0.08 0.077
H -3.457199 3.179508 0.246650 0.25 0.01 0.05 0.099
H 0.156280 6.541454 -0.242334 -0.11 -0.12 0.03 0.102
H 1.273161 -2.472183 3.317300 -0.05 0.14 -0.07 0.125
H 2.377044 -1.482748 0.588791 -1.63 -1.99 -2.37 0.004
H 3.299118 -1.244449 4.110544 -0.23 0.02 -0.12 0.120
H 0.559439 -1.827683 0.896510 -0.90 -1.33 -0.54 0.055
H -2.512358 1.781791 2.893561 -0.01 -0.04 -0.16 0.108
H 3.047081 1.158911 0.593914 -0.51 0.31 0.30 0.133
H -0.409900 -2.703356 -5.714786 0.05 0.18 0.33 0.144
H 2.363204 -5.380572 -3.833547 0.03 0.14 0.22 0.141
```
Forces are in eV/Å.

Calculated values
E_LUMO (spin up / spin down) = -5.35 / -5.35 eV
Kohn-Sham gap (spin up / spin down) = 4.186 / 4.172 eV
HOMO energy (spin up / spin down) = -9.54 / -9.53 eV
Net charge = +1

Below is an isolated molecule of C26H29N3S, with properties calculated with the ωB97M-V functional and the def2-TZVPD basis.

Geometry as XYZ:
```
59
Properties=species:S:1:pos:R:3:forces:R:3:lowdin_charge:R:1
S 0.186279 3.468995 -1.648037 0.07 0.73 0.06 0.677
N -1.716745 0.238568 1.275381 -0.13 -0.01 0.11 -0.126
N -0.936839 1.095504 -1.313439 0.13 -0.02 -0.13 -0.120
N 1.117862 1.143097 -2.397375 -0.15 -0.43 0.01 -0.002
C -1.921772 -2.016251 4.241316 -0.03 0.01 -0.01 -0.038
C -2.317575 -3.313612 4.514332 -0.02 -0.04 0.09 -0.079
C 2.677388 -0.012975 -5.659171 -0.01 -0.03 0.01 -0.041
C 0.755304 2.124283 4.564474 0.08 0.10 0.05 -0.078
C -0.853349 -0.297538 -0.927229 0.20 -0.35 0.20 -0.118
C 2.450470 -1.487913 -3.790021 0.05 0.01 0.01 -0.066
C 0.614463 -0.410563 3.467712 0.01 0.04 0.01 -0.055
C 1.789568 0.028484 4.050926 0.07 -0.08 -0.04 -0.074
C 0.116393 1.816600 -1.781953 -0.04 0.08 -0.13 -0.799
C -1.999971 1.758703 -0.587978 -0.26 0.40 0.28 -0.182
C 1.939891 -2.468676 -4.623642 -0.08 -0.10 -0.03 -0.084
C -2.853439 -2.195178 2.045563 0.00 0.01 0.01 -0.039
C -1.774730 1.643517 0.919339 -0.08 0.11 -0.32 -0.155
C 1.864923 1.298032 4.598236 0.04 0.07 0.05 -0.089
C -3.246217 -3.493581 2.317390 -0.05 -0.09 0.00 -0.081
C -1.775403 -0.013990 2.716601 -0.05 0.13 -0.07 -0.228
C -2.171066 -1.448397 2.997607 -0.06 -0.05 0.02 -0.177
C -0.614986 -0.399571 0.584704 0.01 -0.10 -0.32 -0.156
C 3.318912 0.839826 -3.387018 -0.25 0.10 -0.01 -0.135
C -2.973857 -4.059907 3.550715 -0.03 -0.10 0.01 -0.095
C 2.169065 -0.991421 -6.493899 -0.01 0.04 -0.07 -0.079
C 1.795994 -2.221369 -5.977551 -0.04 -0.10 -0.03 -0.093
C -0.419969 1.683519 3.981864 -0.04 -0.11 -0.02 -0.037
C 2.824982 -0.249133 -4.297339 0.16 -0.04 0.07 -0.253
C -0.506103 0.412460 3.426509 -0.05 0.11 0.07 -0.197
C 2.192734 1.829778 -3.076498 0.37 0.17 0.06 -0.240
H -0.847874 2.180946 1.181969 -0.08 0.01 0.00 0.125
H 4.134524 1.386579 -3.861884 0.02 0.00 0.03 0.120
H -1.416693 -1.438625 5.002086 0.06 0.02 0.05 0.118
H -2.028972 2.806618 -0.886624 -0.06 -0.20 0.03 0.060
H 2.783411 1.640130 5.051732 0.07 0.03 0.04 0.101
H -2.941937 1.271405 -0.856091 0.02 -0.01 0.04 0.128
H 0.355190 0.075583 0.817029 -0.07 -0.09 0.00 0.135
H -2.610806 2.110662 1.443275 0.01 0.02 0.03 0.129
H 1.655489 -3.427298 -4.214428 -0.02 -0.08 0.02 0.102
H -2.598293 0.615109 3.087097 0.16 -0.02 -0.05 0.156
H 3.685227 0.412294 -2.452157 0.06 0.02 -0.01 0.118
H -0.572072 -1.450537 0.876220 0.07 0.00 -0.02 0.123
H -2.113977 -3.741958 5.484912 0.02 -0.04 0.08 0.102
H 0.562274 -1.408108 3.055447 0.00 -0.08 -0.02 0.117
H -0.056897 -0.818040 -1.457072 -0.07 0.01 0.00 0.109
H -1.283431 2.334002 3.963072 -0.10 0.05 -0.02 0.114
H -3.279126 -5.073854 3.763313 -0.02 -0.08 0.02 0.099
H 0.924467 0.221201 -2.763720 -0.09 0.05 0.10 0.108
H -1.808402 -0.771414 -1.175876 0.10 -0.06 -0.01 0.128
H 1.398434 -2.985293 -6.628864 -0.03 -0.06 -0.05 0.101
H -3.080260 -1.745035 1.091545 0.00 0.04 -0.09 0.108
H 2.650225 -0.624211 4.077809 0.07 -0.05 0.00 0.103
H 2.573412 -1.692140 -2.734379 0.04 0.00 0.10 0.113
H 2.548403 2.627682 -2.420158 -0.03 -0.11 -0.18 0.083
H 0.803679 3.115012 4.991933 0.01 0.08 0.04 0.103
H 1.831110 2.293908 -4.004288 0.06 0.02 0.12 0.121
H 2.063371 -0.794913 -7.550611 -0.01 0.02 -0.09 0.103
H 2.967762 0.945124 -6.065831 0.03 0.11 -0.05 0.116
H -3.771570 -4.063782 1.564781 -0.04 -0.04 -0.06 0.101
```
Forces are in eV/Å.

Calculated values
E_LUMO = 0.62 eV
Kohn-Sham gap = 8.417 eV
SMILES = S=C(NCCc1ccccc1)N1CCN(C(c2ccccc2)c2ccccc2)CC1
HOMO energy = -7.80 eV

Asked for largest force on an atom across the records above, the calculation gives 3.385, 7.082, 0.736 eV/Å in order.